# C2H3AuO3

C2H3AuO3 as an isolated structure in a non-equilibrium geometry (ωB97M-V with the def2-TZVPD basis set, the Open Molecules 2025 dataset).

Structure (XYZ):
```
9
Properties=species:S:1:pos:R:3:forces:R:3:mulliken_charge:R:1
O -0.798840 -1.415232 -0.985329 1.690 0.638 0.154 -0.331
C -0.336608 -0.203836 -0.664905 -2.920 0.102 -3.719 0.301
C 0.789564 -0.151479 0.376678 1.114 -2.064 1.573 -0.172
O -1.658644 0.645703 -0.485143 0.058 -3.084 -7.270 -0.586
Au -1.188576 1.159000 1.104640 -5.722 6.494 8.097 0.581
H 0.903508 -1.183680 0.775947 0.236 0.313 -0.711 0.274
H 1.735964 0.163432 -0.102577 -0.536 0.049 0.224 0.255
O 0.453225 0.602186 1.506652 6.593 -1.418 1.668 -0.574
H 0.100408 0.383907 -1.525964 -0.515 -1.030 -0.016 0.253
```
Forces are in eV/Å.

Computed properties:
* energy relative to the best compared isomer or geometry (same formula, charge and spin): 0.0000 eV
* E_HOMO (spin up / spin down): -8.9 / -9.3 eV
* Kohn-Sham gap (spin up / spin down): 0.31626 / 0.25126 Eh
* charge: 0
* maximum force: 11.9 eV/Å
* spin multiplicity: 3

# C2H3BF2O

One molecule with the formula C2H3BF2O in a non-equilibrium geometry (ωB97M-V with the def2-TZVPD basis set, the Open Molecules 2025 dataset).

Structure (XYZ):
```
9
Properties=species:S:1:pos:R:3:forces:R:3:mulliken_charge:R:1
O 1.959734 -0.754672 -0.331032 2.081 -1.723 -0.905 -0.402
C 1.290800 0.058622 0.144437 0.441 1.429 -0.452 0.466
F 1.858290 1.355144 0.289056 -1.461 -1.262 0.273 -0.267
C -0.116657 -0.166321 0.458978 1.670 0.282 1.700 -0.226
B -1.110567 -0.016104 -0.644324 -0.607 -0.142 -0.220 0.239
F -2.241600 0.390847 -0.134298 -1.685 0.406 -0.387 -0.247
H -0.227323 -1.207070 0.859324 0.052 0.977 -0.024 0.254
H -0.412952 0.625080 1.104245 -0.486 0.174 1.356 0.234
H -0.999724 -0.285528 -1.746386 -0.004 -0.141 -1.341 -0.050
```
Forces are in eV/Å.

Computed properties:
* energy relative to the best compared isomer or geometry (same formula, charge and spin): 0.1820 eV
* E_HOMO: -11.5 eV
* Kohn-Sham gap: 0.43848 Eh
* charge: 0
* SMILES: O=C(F)CBF
* maximum force: 2.8 eV/Å